No. 1
{"formula": "C4H11NO", "method": "wB97M-V/def2-TZVPD", "symbols": ["C", "C", "C", "N", "C", "H", "H", "H", "H", "H", "H", "H", "H", "H", "H", "H", "O"], "xyz": [[-0.9960, 0.7456, 1.0143], [-0.0479, 0.7935, -0.1459], [1.2538, 0.4759, -0.1235], [1.8657, -0.2548, 0.8954], [-0.6038, 1.4741, -1.3896], [-1.3545, 1.6674, 1.4612], [-1.8485, 0.1731, 0.6765], [-0.4810, 0.3518, 1.8979], [1.8458, 0.5556, -1.0181], [2.8557, -0.4203, 0.8903], [1.5609, -0.0523, 1.8358], [-1.2796, 2.2533, -1.1493], [0.2074, 1.9975, -1.8945], [-1.0628, 0.7680, -2.0846], [-0.5689, -1.9025, -0.2627], [-0.9331, -3.2696, -0.7774], [-1.2351, -2.5857, -0.1700]], "forces_ev_per_a": [[1.015, -0.572, 0.571], [0.024, 1.674, -0.594], [-0.347, -1.093, 0.611], [-0.267, 0.088, 0.555], [1.284, -0.645, -0.018], [-0.116, 0.832, -0.739], [-0.462, -0.446, 0.512], [-0.405, -0.812, -0.195], [0.071, 0.176, -0.190], [0.315, 0.248, -0.494], [-0.099, -0.040, -0.062], [-1.064, 0.638, 0.376], [0.166, -0.199, -0.343], [-0.170, 0.066, -0.013], [0.426, 0.494, 0.061], [0.011, -0.067, -0.020], [-0.380, -0.341, -0.016]], "mulliken_charge": [-2.72, 3.10, -3.07, -0.17, -2.16, 0.43, 0.53, 0.42, 0.14, 0.93, 0.41, 0.38, 0.45, 0.50, 0.26, 0.47, -0.88], "multiplicity": 2, "homo_energy_ha": [0.0462, -0.1497], "total_charge": -1, "homo_lumo_gap_ev": [2.9, 8.1], "relative_energy_kcal_mol": 10.0}

No. 2
{"formula": "C4H11NO", "method": "wB97M-V/def2-TZVPD", "symbols": ["C", "C", "C", "N", "C", "O", "H", "H", "H", "H", "H", "H", "H", "H", "H", "H", "H"], "xyz": [[-0.5555, -0.6725, 1.5371], [-0.3467, 0.4285, 0.5003], [-1.4494, 0.4172, -0.5612], [1.0129, 0.3411, -0.0304], [1.2678, -0.7528, -0.9449], [1.3164, 1.5692, -0.7106], [-1.4544, -0.4654, 2.1120], [-0.6730, -1.6429, 1.0611], [0.2934, -0.7147, 2.2142], [-0.3733, 1.3973, 1.0146], [-1.5462, -0.5675, -1.0127], [-2.4001, 0.6827, -0.1064], [-1.2188, 1.1439, -1.3371], [2.3306, -0.7424, -1.1863], [1.0317, -1.6853, -0.4398], [0.6972, -0.6806, -1.8768], [2.0673, 1.9442, -0.2330]], "forces_ev_per_a": [[0.100, 0.244, -0.147], [-0.204, 0.158, 0.030], [0.317, 0.131, 0.136], [0.512, 0.187, 0.427], [0.095, 0.313, -0.144], [-0.237, -0.152, -0.227], [-0.111, -0.038, 0.046], [-0.035, -0.145, -0.025], [0.055, -0.023, 0.094], [0.014, -0.168, -0.061], [-0.056, -0.099, -0.072], [-0.129, 0.002, 0.009], [-0.063, 0.046, -0.097], [-0.055, -0.099, -0.025], [-0.020, -0.090, 0.016], [-0.030, -0.021, -0.032], [-0.153, -0.244, 0.072]], "mulliken_charge": [-1.52, 0.53, -1.45, -0.09, -0.85, -0.46, 0.42, 0.33, 0.39, 0.32, 0.32, 0.42, 0.38, 0.30, 0.30, 0.32, 0.33], "homo_energy_ha": -0.3204, "smiles": "CC(C)N(C)O", "homo_lumo_gap_ev": 9.8, "relative_energy_kcal_mol": 49.6}

No. 3
{"formula": "C4H11NO", "method": "wB97M-V/def2-TZVPD", "symbols": ["C", "C", "C", "C", "N", "H", "H", "H", "H", "H", "H", "H", "H", "H", "O", "H", "H"], "xyz": [[1.2805, -0.7434, -0.5353], [0.2409, -0.7336, 0.5599], [0.5332, -1.4618, 1.8362], [-1.0271, -0.4672, 0.2389], [-1.5161, 0.0929, -0.9496], [2.1630, -1.3170, -0.2822], [1.6752, 0.2561, -0.7467], [0.8800, -1.1084, -1.4813], [1.2052, -0.8795, 2.4760], [0.9885, -2.4430, 1.6896], [-0.3781, -1.6300, 2.4081], [-1.8249, -0.7433, 0.9228], [-2.2768, -0.4377, -1.3475], [-0.8307, 0.3387, -1.6468], [0.3855, 2.7252, -0.8569], [-0.2814, 2.0684, -1.0991], [-0.0493, 3.3094, -0.2264]], "forces_ev_per_a": [[0.388, 1.082, 0.124], [-0.456, -1.228, -1.000], [0.119, 0.463, 0.549], [-0.022, -0.273, 0.350], [0.020, 0.317, -0.039], [0.019, -0.371, 0.175], [-0.093, 0.098, 0.021], [-0.097, -0.190, 0.000], [0.057, -0.133, 0.009], [0.108, 0.070, -0.264], [-0.100, 0.088, 0.042], [0.051, 0.236, 0.108], [-0.041, 0.170, -0.083], [0.100, -0.466, -0.105], [-0.001, -0.060, -0.140], [-0.028, 0.332, 0.311], [-0.024, -0.135, -0.059]], "mulliken_charge": [-1.42, 0.98, -1.31, -0.38, -0.55, 0.37, 0.30, 0.34, 0.29, 0.32, 0.35, 0.29, 0.21, 0.23, -0.64, 0.32, 0.31], "homo_energy_ha": -0.2969, "smiles": "CC(C)=CN.O", "homo_lumo_gap_ev": 9.0, "relative_energy_kcal_mol": 26.2}

No. 4
{"formula": "C4H11NO", "method": "wB97M-V/def2-TZVPD", "symbols": ["C", "C", "N", "C", "C", "H", "H", "H", "H", "H", "H", "H", "H", "H", "O", "H", "H"], "xyz": [[0.5717, 1.6687, -0.4199], [0.6034, 0.3984, -0.0472], [1.4798, -0.4753, -0.7185], [-0.2896, -0.0834, 1.1026], [-0.0980, -1.5357, 1.5286], [-0.2230, 2.3390, -0.1108], [1.3880, 2.0195, -1.0406], [2.2735, -0.8190, -0.1966], [1.2370, -1.1658, -1.4065], [-1.3107, 0.0812, 0.7650], [-0.0443, 0.5602, 1.9516], [0.2404, -2.1322, 0.6806], [0.6560, -1.6569, 2.2975], [-0.9946, -2.0290, 1.8845], [-2.0961, 1.2420, -2.0455], [-2.2389, 0.3599, -2.4135], [-1.1547, 1.2285, -1.8112]], "forces_ev_per_a": [[0.236, 0.287, -0.297], [-0.648, -0.487, 0.144], [1.875, -0.225, 0.110], [0.310, -0.219, -0.132], [0.209, -0.361, -0.534], [0.339, 0.145, 0.393], [-0.433, 0.119, -0.385], [-0.195, 0.006, 0.202], [-0.792, 0.280, 0.031], [-0.223, 0.145, 0.291], [-0.486, 0.061, -0.087], [-0.003, -0.039, -0.041], [0.190, 0.114, 0.168], [-0.308, 0.225, 0.164], [0.204, -0.378, -0.097], [-0.123, 0.224, 0.029], [-0.152, 0.103, 0.040]], "mulliken_charge": [-1.03, 0.32, -0.52, -0.21, -1.19, 0.40, 0.31, 0.23, 0.20, 0.24, 0.29, 0.32, 0.29, 0.34, -0.66, 0.31, 0.36], "homo_energy_ha": -0.3442, "smiles": "C=C(N)CC.O", "homo_lumo_gap_ev": 10.2, "relative_energy_kcal_mol": 38.7}

No. 5
{"formula": "C4H11NO", "method": "wB97M-V/def2-TZVPD", "symbols": ["C", "C", "C", "C", "N", "H", "H", "H", "H", "H", "H", "H", "H", "H", "O", "H", "H"], "xyz": [[-1.3978, 1.2696, -1.0197], [-0.7000, 0.3674, -0.0313], [-1.1597, -1.0701, 0.0305], [0.3117, 0.7902, 0.7236], [0.8986, 2.0260, 0.6813], [-2.4028, 0.8659, -1.1911], [-0.9163, 1.3402, -1.9938], [-1.6115, 2.2474, -0.6015], [-0.5846, -1.5912, 0.7929], [-0.9654, -1.5817, -0.9164], [-2.2252, -1.0821, 0.2737], [0.6025, 0.1707, 1.5712], [1.6576, 2.2306, 1.3011], [0.7086, 2.6949, -0.0396], [2.7231, -2.5859, 0.3820], [2.7680, -3.5431, 0.5187], [2.2934, -2.5487, -0.4816]], "forces_ev_per_a": [[-0.622, -0.642, 0.249], [0.014, -0.127, -0.560], [0.232, 0.705, 0.261], [-0.548, -0.314, 0.524], [0.293, 0.530, 0.317], [0.136, -0.100, -0.190], [0.138, 0.180, -0.067], [0.404, 0.431, -0.013], [-0.136, -0.174, 0.142], [-0.274, -0.001, -0.037], [-0.002, -0.405, -0.120], [0.462, -0.011, -0.373], [-0.024, 0.026, -0.058], [-0.052, -0.124, -0.096], [-0.170, -0.582, -0.300], [0.134, 0.246, 0.256], [0.014, 0.361, 0.065]], "mulliken_charge": [-1.39, 0.71, -1.24, -0.23, -0.42, 0.35, 0.27, 0.39, 0.35, 0.25, 0.35, 0.26, 0.19, 0.16, -0.63, 0.31, 0.32], "homo_energy_ha": -0.2706, "smiles": "CC(C)=CN.O", "homo_lumo_gap_ev": 8.2, "relative_energy_kcal_mol": 26.7}

No. 6
{"formula": "C4H11NO", "method": "wB97M-V/def2-TZVPD", "symbols": ["C", "C", "C", "N", "C", "H", "H", "H", "H", "H", "H", "H", "H", "H", "O", "H", "H"], "xyz": [[-0.0856, -2.1504, -1.2927], [-0.0630, -0.8688, -0.9615], [-0.8877, -0.4847, 0.1979], [-0.1894, 0.5663, 1.0725], [-0.7697, 1.9535, 0.8321], [0.5126, -2.5842, -2.0263], [-0.7297, -2.9513, -0.8329], [0.5510, -0.2252, -1.4559], [-1.3543, -1.3368, 0.6549], [-1.6875, 0.0479, -0.3184], [-0.4098, 0.4128, 2.0668], [-1.5636, 2.1014, 1.5576], [-1.0611, 2.0829, -0.2438], [-0.0359, 2.7812, 0.9637], [2.6730, 0.0224, -0.3518], [3.2501, 0.5994, 0.0760], [1.8506, 0.0337, 0.0619]], "forces_ev_per_a": [[-1.022, -1.042, 0.696], [-1.109, -3.677, 1.672], [-0.208, 3.173, -0.464], [-0.998, 0.133, -0.076], [1.071, -0.321, -0.781], [0.972, -0.233, -1.514], [0.573, 1.258, 0.035], [1.474, 1.942, -1.195], [0.268, -0.267, 0.755], [-0.727, 0.177, 0.467], [0.347, -0.428, -0.777], [-0.502, 0.334, -0.420], [-0.210, -0.366, 1.093], [-0.108, -0.842, 0.275], [1.124, -1.622, -2.577], [1.201, 1.453, 1.225], [-2.145, 0.328, 1.586]], "mulliken_charge": [-1.03, -0.25, -0.36, -0.42, -0.85, 0.31, 0.17, 0.66, 0.43, 0.26, 0.23, 0.31, 0.30, 0.27, -0.66, 0.28, 0.36], "homo_energy_ha": -0.3413, "smiles": "C=CCNC.O", "homo_lumo_gap_ev": 10.3, "relative_energy_kcal_mol": 59.2}

No. 7
{"formula": "C4H11NO", "method": "wB97M-V/def2-TZVPD", "symbols": ["C", "C", "O", "C", "C", "N", "H", "H", "H", "H", "H", "H", "H", "H", "H", "H", "H"], "xyz": [[1.1700, -0.7377, 0.9739], [0.7129, 0.5109, 0.2058], [1.0124, 1.7586, 0.8323], [-0.8190, 0.5010, 0.1574], [-1.5561, -0.6981, -0.5553], [-0.7108, -1.3104, -1.5739], [1.6833, -0.5432, 1.9086], [1.8166, -1.4847, 0.5014], [0.2924, -1.3440, 1.1946], [1.1383, 0.5031, -0.7986], [1.7134, 2.2122, 0.3958], [-1.1412, 0.4960, 1.2102], [-1.2027, 1.5046, -0.0701], [-1.8600, -1.3675, 0.2475], [-2.5368, -0.4334, -0.9882], [-1.1879, -1.4381, -2.4396], [0.2131, -0.9373, -1.6678]], "forces_ev_per_a": [[0.106, -0.874, 0.347], [-0.583, -0.178, -0.220], [-0.388, -0.625, 0.794], [-1.416, 0.265, 0.551], [0.572, 1.051, 0.265], [-0.611, -0.611, 0.646], [-0.147, 0.531, 0.235], [0.137, 0.599, -0.684], [-0.098, 0.082, 0.323], [0.051, 0.146, -0.093], [0.799, 0.251, -0.514], [0.256, -0.399, 0.011], [0.321, -0.256, -0.984], [0.400, -0.643, -0.032], [0.520, 0.477, 0.030], [0.119, 0.038, -0.480], [-0.039, 0.147, -0.195]], "mulliken_charge": [-1.19, 0.22, -0.54, -0.88, -0.49, -0.44, 0.39, 0.30, 0.27, 0.40, 0.33, 0.31, 0.35, 0.22, 0.32, 0.23, 0.19], "homo_energy_ha": -0.3272, "smiles": "C[C@H](O)CCN", "homo_lumo_gap_ev": 9.8, "relative_energy_kcal_mol": 35.7}

No. 8
{"formula": "C4H11NO", "method": "wB97M-V/def2-TZVPD", "symbols": ["C", "C", "C", "N", "C", "H", "H", "H", "H", "H", "H", "H", "H", "H", "O", "H", "H"], "xyz": [[0.4546, -0.9186, 2.2757], [0.2009, -0.1913, 1.0936], [1.2072, 0.6704, 0.4946], [1.5542, 0.3611, -0.8652], [1.2321, 1.2352, -2.0816], [-0.2783, -1.7396, 2.5341], [1.0978, -0.5721, 3.1218], [-0.7539, -0.3439, 0.5735], [2.1917, 0.4680, 0.9871], [0.9850, 1.8021, 0.6854], [2.5743, 0.2231, -0.9619], [0.1650, 1.2106, -2.1315], [1.3863, 0.5473, -2.9787], [1.9954, 2.0287, -2.2056], [-4.9194, -1.5527, -0.5218], [-4.0312, -1.2585, -0.3097], [-5.0618, -1.9699, 0.2901]], "forces_ev_per_a": [[-2.342, 1.329, -1.758], [-0.027, -2.955, 3.474], [2.115, 3.129, 0.605], [1.188, 0.151, -2.863], [1.294, -3.536, 0.275], [0.764, 1.229, -0.079], [0.157, -0.616, -1.373], [0.604, -0.330, -0.072], [-1.044, 0.408, 0.397], [0.214, -1.595, -0.460], [-1.065, -0.156, 0.525], [-0.750, 1.832, 0.131], [0.362, 0.660, 1.020], [-1.471, 0.453, 0.178], [0.804, 0.894, -1.226], [0.466, 0.517, -0.734], [-1.268, -1.412, 1.961]], "mulliken_charge": [-0.71, -0.12, -0.27, -0.44, -0.90, 0.22, 0.27, 0.25, 0.30, 0.21, 0.24, 0.36, 0.30, 0.29, -0.62, 0.32, 0.30], "homo_energy_ha": -0.3246, "smiles": "C=CCNC.O", "homo_lumo_gap_ev": 9.5, "relative_energy_kcal_mol": 80.0}

No. 9
{"formula": "C4H11NO", "method": "wB97M-V/def2-TZVPD", "symbols": ["C", "C", "N", "O", "H", "H", "H", "H", "H", "C", "C", "H", "H", "H", "H", "H", "H"], "xyz": [[-0.1291, -1.7583, 1.8322], [0.9034, -1.1668, 0.9262], [0.8906, 0.2379, 0.7551], [1.8117, -1.7498, 0.3900], [-0.3875, -1.3127, 2.8107], [0.1791, -2.7304, 2.1442], [-1.0366, -2.0417, 1.2450], [1.6364, 0.5947, 0.1846], [-0.0170, 0.7288, 0.6722], [-1.2258, 1.4407, -1.1942], [-1.6571, 2.3627, -2.3465], [-0.9929, 2.1167, -0.3730], [-2.0278, 0.7721, -0.8049], [-0.3365, 0.8370, -1.4080], [-1.0669, 3.2909, -2.3203], [-1.3028, 1.9053, -3.3157], [-2.7308, 2.4899, -2.3917]], "forces_ev_per_a": [[-1.377, -1.067, 0.075], [0.869, 2.744, -0.210], [-1.740, -0.572, 0.780], [0.057, -1.239, 0.173], [0.103, 0.708, -0.989], [0.814, -0.835, -0.045], [0.361, 0.784, 0.418], [-0.026, -0.110, -0.281], [1.165, -0.575, 0.378], [-0.547, 0.232, 0.406], [1.488, -1.193, -1.350], [0.168, -0.147, 0.351], [0.467, 0.338, -0.555], [-0.329, 0.231, -0.140], [-0.688, -0.023, 0.217], [-0.746, 0.309, 0.771], [-0.039, 0.415, 0.002]], "mulliken_charge": [-1.02, 0.66, -0.47, -0.59, 0.33, 0.35, 0.26, 0.25, 0.24, -0.77, -0.95, 0.29, 0.32, 0.28, 0.28, 0.25, 0.30], "homo_energy_ha": -0.3580, "smiles": "CC(N)=O.CC", "homo_lumo_gap_ev": 10.6, "relative_energy_kcal_mol": 16.3}

No. 10
{"formula": "C4H11NO", "method": "wB97M-V/def2-TZVPD", "symbols": ["C", "C", "C", "C", "N", "H", "H", "H", "H", "H", "H", "H", "H", "H", "O", "H", "H"], "xyz": [[-2.6068, 0.6760, 0.5505], [-1.6728, -0.3935, -0.1902], [-0.1661, -0.1304, -0.2561], [0.6276, 0.2185, -1.2788], [1.9716, 0.5236, -1.0012], [-3.4223, 0.7838, -0.2043], [-2.2706, 1.7113, 0.7026], [-3.0224, 0.1484, 1.4261], [-1.8437, -1.3064, 0.3039], [-2.0061, -0.5410, -1.2604], [0.4871, -0.2580, 0.6561], [0.1353, 0.3339, -2.3105], [2.5151, -0.3879, -0.6173], [2.3678, 0.7299, -1.9467], [2.7429, -1.0267, 1.5911], [3.0900, -0.9999, 2.5643], [3.0734, -0.0816, 1.2710]], "forces_ev_per_a": [[-0.528, -1.169, -1.842], [0.964, 1.830, -1.509], [0.694, -0.098, 0.980], [-3.151, -0.298, 0.070], [2.678, -2.262, -1.419], [0.117, 0.049, 0.895], [0.457, -0.689, 0.304], [0.199, 0.885, -0.115], [-0.129, -1.287, 0.549], [0.136, 0.279, 1.091], [-1.302, 0.153, -0.428], [1.300, 0.074, 1.346], [-1.733, 2.644, -1.384], [0.271, -0.207, 1.362], [2.207, 3.222, 1.789], [-1.007, -0.302, -2.597], [-1.174, -2.824, 0.906]], "mulliken_charge": [-0.86, -0.61, -0.28, -0.04, -0.58, 0.23, 0.34, 0.25, 0.32, 0.29, 0.21, 0.21, 0.28, 0.26, -0.68, 0.31, 0.35], "homo_energy_ha": -0.2971, "smiles": "CC/C=C/N.O", "homo_lumo_gap_ev": 8.9, "relative_energy_kcal_mol": 57.2}